Record 1
31
Properties=species:S:1:pos:R:3:forces:R:3:mulliken_charge:R:1 method="wB97M-V/def2-TZVPD" multiplicity=1 homo_energy_ev=-7.58 de_lowest_kj_mol=314.41 orbital_gap_ha=0.302
C -2.756 -1.491 -1.806 0.495 0.969 -2.435 -0.492
C -1.979 -1.789 -0.809 0.857 0.530 3.800 -0.533
C -1.800 0.664 2.461 -0.378 -0.569 -4.501 -1.186
C 2.312 -0.986 -1.123 0.353 -5.103 1.595 -1.345
C 2.299 -1.667 1.244 -2.213 0.506 0.528 -1.222
C 1.239 2.052 -1.250 3.528 -2.750 2.070 -1.248
C -1.070 1.853 -1.023 -0.784 3.125 0.313 -1.061
C -0.421 0.013 2.148 -0.993 3.534 -0.723 -0.644
N 1.678 -0.959 0.145 -2.544 2.753 1.986 0.327
N 0.176 1.376 -0.554 0.226 -2.238 1.759 0.292
Si 0.089 -0.198 0.340 1.101 0.077 -1.958 0.073
H -3.825 -1.749 -1.956 0.857 -0.082 0.070 0.265
H -2.169 -0.987 -2.591 -1.198 0.220 -0.301 0.190
H -2.523 -2.326 -0.008 0.692 0.071 0.171 0.211
H -2.017 1.302 1.544 -0.090 -0.016 1.798 0.104
H -2.538 -0.095 2.380 -0.966 -0.695 0.143 0.322
H -1.899 1.138 3.386 0.208 0.945 1.243 0.429
H 1.780 -0.494 -1.807 -2.352 1.769 -2.784 0.484
H 3.287 -0.638 -1.200 2.059 0.848 0.516 0.385
H 2.346 -2.103 -1.393 0.141 1.330 -0.390 0.388
H 3.239 -1.874 0.917 3.462 0.193 -0.093 0.491
H 2.180 -1.250 2.292 0.362 -0.202 -1.507 0.268
H 1.937 -2.657 1.211 -1.049 -1.542 0.660 0.415
H 2.324 1.699 -0.923 -2.312 0.427 -0.521 0.244
H 1.242 2.041 -2.292 -0.411 -0.977 -2.212 0.526
H 1.273 3.071 -1.099 -0.406 2.502 1.209 0.490
H -1.973 1.729 -0.329 1.431 0.398 -0.922 0.268
H -0.807 2.962 -1.319 -1.499 -1.556 0.871 0.289
H -1.294 1.403 -1.939 -0.862 -0.821 -1.609 0.336
H -0.435 -0.849 2.670 0.670 -3.080 1.695 0.567
H 0.105 0.804 2.683 1.617 -0.567 -0.468 0.369

---

Record 2
31
Properties=species:S:1:pos:R:3:forces:R:3:mulliken_charge:R:1 method="wB97M-V/def2-TZVPD" multiplicity=1 homo_energy_ev="-10.96 / -11.82" charge=+1 de_lowest_kj_mol=365.03 orbital_gap_ha="0.248 / 0.324"
C 1.823 0.705 -0.870 0.048 -0.191 0.179 -0.863
C 1.064 1.922 -0.574 -1.578 -0.803 0.149 -0.034
C 1.591 -0.559 0.028 0.400 0.245 -0.351 -0.129
C -1.366 0.476 -0.015 1.407 1.023 -0.384 0.141
C 1.205 2.666 0.684 0.165 0.203 0.052 -1.333
C 2.549 -1.644 -0.475 -0.154 0.095 0.285 -1.424
C -3.612 -0.201 -0.749 -0.115 0.006 0.243 -1.076
C -0.160 -1.970 1.023 -0.102 -0.192 0.148 -1.063
N -1.768 0.653 1.228 -0.320 -0.043 0.143 -0.312
N -2.199 0.097 -0.956 -0.278 -0.177 -0.291 -0.115
N 0.227 -1.028 -0.022 -0.099 -0.234 -0.059 0.113
H 1.675 0.407 -1.908 0.093 0.003 -0.084 0.361
H 2.886 0.932 -0.724 0.087 -0.047 -0.138 0.432
H 0.471 2.371 -1.354 0.088 0.108 -0.164 0.468
H 1.823 -0.306 1.066 -0.052 -0.020 -0.036 0.413
H 0.340 3.293 0.874 -0.056 0.039 0.089 0.346
H 2.068 3.338 0.603 0.084 0.069 0.088 0.372
H 1.397 2.013 1.532 0.031 -0.045 0.167 0.334
H 2.501 -2.526 0.159 0.038 -0.094 0.040 0.369
H 3.575 -1.286 -0.488 0.126 0.038 0.023 0.425
H 2.282 -1.943 -1.488 -0.023 0.017 -0.117 0.395
H -4.050 -0.510 -1.692 -0.007 0.000 0.013 0.325
H -3.728 -1.010 -0.025 -0.063 -0.012 -0.065 0.353
H -4.142 0.683 -0.388 -0.040 -0.024 -0.051 0.336
H -0.949 -1.541 1.641 -0.001 -0.078 0.039 0.337
H -0.531 -2.897 0.590 0.023 -0.040 0.039 0.344
H 0.679 -2.208 1.676 0.038 -0.037 -0.050 0.386
H -2.711 0.461 1.548 0.140 0.031 -0.044 0.205
H -1.118 0.994 1.914 0.012 0.075 0.011 0.224
H -1.857 0.027 -1.899 0.092 0.105 0.082 0.289
H 0.037 -1.411 -0.941 0.016 -0.020 0.043 0.381

---

Record 3
46
Properties=species:S:1:pos:R:3:forces:R:3:mulliken_charge:R:1 method="wB97M-V/def2-TZVPD" multiplicity=1 homo_energy_ev=-9.87 de_lowest_kj_mol=0.00 orbital_gap_ha=0.245
Zn -2.373 1.577 0.078 1.564 0.255 1.661 0.722
Zn 0.226 1.675 2.115 -1.421 0.915 -0.805 0.873
C -1.523 3.487 1.558 3.759 -6.992 -2.311 1.369
O -0.311 3.652 1.969 0.773 3.231 0.133 -0.732
O -1.946 3.580 0.336 -1.230 2.800 -0.502 -0.770
O -1.882 2.308 2.004 -2.849 -1.904 1.863 -0.842
C -0.544 -0.222 0.694 -4.583 6.843 3.887 1.737
O -1.856 -0.351 0.581 -0.076 -4.248 -0.277 -0.974
O 0.141 -0.317 1.808 0.554 -2.959 -0.236 -0.850
O -0.348 0.969 0.219 2.985 1.929 -3.124 -0.573
C 3.154 0.520 -1.325 -0.673 0.033 -0.662 0.620
O 4.075 0.964 -1.982 0.356 -0.184 0.445 -0.659
N 3.254 -0.098 -0.108 0.642 -0.149 0.935 -0.235
N 1.868 0.551 -1.782 -0.192 -0.068 -0.122 -0.336
H 2.482 -0.355 0.484 -0.135 -0.040 -0.398 0.089
H 4.157 -0.332 0.265 0.126 0.207 -0.226 0.195
H 1.673 1.054 -2.631 0.099 -0.004 -0.049 0.098
H 1.109 0.324 -1.168 -0.050 0.239 -0.155 0.168
C -3.520 -3.250 -1.363 -0.713 -0.587 -0.760 0.499
O -4.067 -3.991 -2.164 0.178 -0.005 0.152 -0.656
N -3.514 -1.901 -1.531 0.339 0.439 0.536 -0.303
N -2.873 -3.718 -0.262 0.680 -0.317 0.812 -0.295
H -4.117 -1.504 -2.226 0.012 -0.098 -0.046 0.180
H -3.031 -1.339 -0.851 -0.056 0.174 -0.087 0.272
H -2.759 -4.708 -0.146 -0.284 -0.048 -0.320 0.190
H -2.592 -3.178 0.538 -0.133 0.416 -0.259 0.184
C 0.009 3.428 -2.530 -0.383 0.005 0.244 0.242
C 1.300 3.569 -3.306 -0.469 -0.276 -0.044 -0.742
O 1.193 2.651 -4.407 0.245 0.294 0.259 -0.532
O 0.083 4.125 -1.306 0.102 0.058 -0.299 -0.533
H -0.199 2.368 -2.315 0.206 -0.085 -0.299 -0.126
H -0.811 3.794 -3.163 -0.007 0.026 0.030 0.270
H 2.146 3.337 -2.655 0.106 0.010 -0.121 0.273
H 1.387 4.583 -3.699 0.098 0.106 0.244 0.441
H 1.672 3.063 -5.130 0.046 -0.323 -0.147 0.321
H -0.753 3.969 -0.834 0.390 0.391 0.089 0.388
C 1.065 -2.757 4.258 -0.415 -0.018 -0.066 -0.254
C 1.019 -3.792 3.145 -0.286 0.127 -0.339 -0.367
O 1.565 -3.317 1.923 0.535 0.009 -0.172 -0.509
O -0.079 -1.896 4.283 0.272 -0.333 0.051 -0.544
H 1.934 -2.100 4.172 0.388 -0.464 -0.092 0.209
H 1.140 -3.331 5.183 -0.303 0.420 0.279 0.358
H -0.003 -4.117 2.926 -0.143 0.089 0.547 0.253
H 1.552 -4.688 3.470 0.331 0.108 -0.270 0.312
H 0.871 -2.947 1.374 -0.064 -0.042 0.120 0.277
H 0.029 -1.341 3.501 -0.321 0.016 -0.096 0.291